1.
The ion C3H4BrO3P with charge -2. Source: OMol25; level of theory: ωB97M-V/def2-TZVPD.

Geometry as XYZ:
```
12
Properties=species:S:1:pos:R:3:lowdin_charge:R:1
C -2.02 -0.88 0.08 -0.027
C -0.80 -0.59 -0.37 -0.378
C 0.38 -0.25 0.29 -0.726
Br 1.64 -1.80 0.08 0.444
P 1.39 1.42 -0.11 -0.063
O 2.00 1.43 -1.47 -0.470
O 0.24 2.37 -0.01 -0.471
O 2.41 1.34 1.02 -0.502
H -2.73 -1.09 -0.63 -0.001
H -2.32 -0.75 1.01 -0.014
H -0.56 -0.96 -1.42 0.106
H 0.38 -0.23 1.52 0.102
```

Summary:
Energy relative to the best compared isomer or geometry (same formula, charge and spin) ... 17.1 kJ/mol
SMILES string ... C=C[C@@H](Br)P(=O)([O-])[O-]
HOMO level ... 0.0198 Eh
Charge ... -2
M ... 198.94 g/mol

---

2.
A cluster of 2 separate species, C10H17NSi in total. Source: OMol25; level of theory: ωB97M-V/def2-TZVPD.

Geometry as XYZ:
```
29
Properties=species:S:1:pos:R:3:lowdin_charge:R:1
C 2.07 3.09 0.45 -0.079
C 1.75 2.53 -0.80 -0.072
C 1.63 2.55 1.67 -0.083
C 1.01 1.33 -0.80 -0.081
C 0.80 1.50 1.61 -0.170
C 0.46 0.92 0.42 -0.296
C -2.50 -0.34 -2.12 -0.130
C 1.87 -2.28 1.80 -0.087
C -1.36 -1.36 -2.30 -0.297
C -0.86 -1.90 -0.89 -0.274
N -1.82 -0.45 1.74 -0.115
Si -0.55 -0.70 0.60 0.745
H 2.53 4.05 0.57 0.091
H 2.43 2.74 -1.61 0.096
H 1.69 2.98 2.63 0.098
H 0.83 0.83 -1.72 0.080
H 0.53 1.00 2.50 0.084
H -3.00 0.03 -3.00 0.065
H -3.28 -0.90 -1.67 0.052
H -2.21 0.56 -1.52 0.076
H 2.82 -1.69 1.77 -0.043
H 1.55 -2.53 2.90 -0.025
H 1.76 -3.06 1.04 -0.077
H -1.87 -2.09 -2.82 0.060
H -0.48 -1.03 -2.92 0.113
H 0.18 -2.26 -1.17 0.070
H -1.50 -2.69 -0.41 0.077
H -2.72 -0.25 1.24 0.046
H -1.77 -0.56 2.80 0.076
```

Summary:
Energy relative to the best compared isomer or geometry (same formula, charge and spin) ... 345.2 kJ/mol
HOMO level (alpha / beta) ... -0.2631 / -0.2431 Eh
M ... 179.34 g/mol

---

3.
A cluster of 2 separate species, C4H11N3 in total. Source: OMol25; level of theory: ωB97M-V/def2-TZVPD.

Geometry as XYZ:
```
18
Properties=species:S:1:pos:R:3:lowdin_charge:R:1
H -2.53 -1.10 0.32 0.026
N -1.99 -0.83 1.14 0.057
C -0.73 -0.72 0.90 -0.418
N 0.09 -1.70 0.34 -0.094
N -0.34 -2.39 -0.82 0.002
H -0.14 -0.15 1.66 0.112
H 1.08 -1.48 0.28 0.109
H -1.07 -3.04 -0.54 0.075
H -0.74 -1.74 -1.50 0.065
C -0.51 1.02 -0.75 -0.051
C 0.31 1.61 0.16 -0.248
C 1.80 1.60 0.09 -0.106
H -1.54 1.32 -0.84 0.069
H -0.08 0.62 -1.66 0.067
H -0.13 2.16 0.99 0.109
H 2.16 2.62 0.04 0.076
H 2.22 1.14 0.98 0.071
H 2.15 1.06 -0.79 0.079
```

Summary:
Energy relative to the best compared isomer or geometry (same formula, charge and spin) ... 387.9 kJ/mol
SMILES string ... [H]/N=C\NN.C=CC
HOMO level (alpha / beta) ... -0.3220 / -0.3220 Eh
M ... 101.15 g/mol

---

4.
A structure of composition C8H7MoO6. Source: OMol25; level of theory: ωB97M-V/def2-TZVPD.

Geometry as XYZ:
```
22
Properties=species:S:1:pos:R:3:mulliken_spin:R:1
O -0.15 3.01 -3.19 0.035
C -0.06 2.44 -2.18 -0.068
Mo 0.08 1.43 -0.50 1.168
O -0.47 -1.38 -2.12 0.016
C -0.28 -0.36 -1.59 -0.030
C 0.45 3.32 0.60 0.086
O 0.73 3.29 1.78 0.576
C -1.89 1.81 -0.04 -0.050
O -3.00 2.05 0.15 0.052
C 2.14 1.36 -0.65 -0.062
O 3.28 1.37 -0.80 0.055
H 0.33 4.18 -0.14 0.108
C 1.09 -2.65 0.45 0.014
C -0.09 -1.79 0.70 -0.006
C -1.36 -2.19 1.35 0.012
O 0.02 -0.55 0.47 0.094
H 0.88 -3.61 0.90 0.001
H 1.96 -2.19 0.93 -0.002
H 1.30 -2.75 -0.61 0.000
H -1.52 -1.52 2.19 -0.001
H -2.19 -2.07 0.65 -0.002
H -1.25 -3.21 1.67 0.002
```

Summary:
Expectation value of S² ... 2.02
Energy relative to the best compared isomer or geometry (same formula, charge and spin) ... 0.0 kJ/mol
HOMO level (alpha / beta) ... -0.8577 / -0.8569 Eh
Charge ... +3
M ... 295.08 g/mol
Spin multiplicity ... 3

---

5.
The ion C6H13N2S with charge +1. Source: OMol25; level of theory: ωB97M-V/def2-TZVPD.

Geometry as XYZ:
```
22
Properties=species:S:1:pos:R:3:lowdin_charge:R:1
C 1.55 1.88 1.08 0.071
C 1.83 1.45 -0.17 -0.112
C -2.25 -0.30 0.57 -0.283
C -1.73 -1.51 -0.29 -0.296
C 1.23 -1.02 -0.27 -0.523
C 0.97 0.38 -0.78 -0.167
N 2.44 -1.49 -0.08 0.154
N -2.38 0.87 -0.31 -0.024
S 0.01 -2.12 0.35 1.021
H 1.93 2.65 1.63 0.040
H 0.92 1.47 1.81 0.051
H 2.62 1.81 -0.88 0.130
H -3.26 -0.68 0.98 0.135
H -1.42 0.04 1.35 0.136
H -2.29 -2.36 -0.20 0.029
H -1.34 -1.35 -1.32 0.084
H -0.04 0.55 -0.68 0.047
H 1.00 0.31 -1.80 0.108
H 2.39 -2.47 0.14 0.108
H 3.17 -1.00 -0.58 0.150
H -3.28 1.14 -0.67 0.072
H -2.08 1.74 0.10 0.070
```

Summary:
Energy relative to the best compared isomer or geometry (same formula, charge and spin) ... 311.6 kJ/mol
HOMO level ... -0.4792 Eh
Charge ... +1
M ... 145.25 g/mol

---

6.
The ion C7H12N with charge +1. Source: OMol25; level of theory: ωB97M-V/def2-TZVPD.

Geometry as XYZ:
```
20
Properties=species:S:1:pos:R:3:lowdin_charge:R:1
C 2.48 -0.50 0.44 0.078
C 1.75 0.02 -0.61 -0.127
C -0.86 -0.71 0.67 -0.011
C 0.52 0.69 -0.42 -0.121
C -0.82 0.58 0.15 -0.334
C -0.43 -2.01 0.10 -0.038
C -1.53 1.85 0.65 0.031
N -0.51 0.88 -1.39 0.249
H 3.58 -0.94 0.30 0.136
H 2.13 -0.65 1.36 0.027
H 2.16 -0.06 -1.62 0.130
H -1.03 -0.50 1.78 0.168
H -0.57 -2.89 0.60 0.056
H 0.74 -1.89 -0.06 0.110
H -0.97 -2.20 -0.80 0.087
H -2.46 2.12 0.13 0.111
H -0.85 2.62 0.71 0.071
H -1.83 1.66 1.67 0.100
H -0.92 1.72 -1.57 0.124
H -0.58 0.21 -2.10 0.155
```

Summary:
Energy relative to the best compared isomer or geometry (same formula, charge and spin) ... 583.7 kJ/mol
HOMO level (alpha / beta) ... -0.4516 / -0.4580 Eh
Charge ... +1
M ... 110.18 g/mol